(a)
{
  "formula": "C2H4BrCl",
  "method": "wB97M-V/def2-TZVPD",
  "elements": ["C", "C", "Cl", "Br", "H", "H", "H", "H"],
  "coordinates": [[0.6221, -0.4841, -0.0419], [-0.6329, 0.4828, 0.1971], [1.7485, -0.5569, 1.2892], [-1.1591, 1.1704, -1.5203], [1.1972, -0.4135, -0.9561], [0.0607, -1.3737, -0.1294], [-0.3964, 1.3369, 0.7151], [-1.4402, -0.1620, 0.4462]],
  "homo_energy_ev": -10.272,
  "lumo_ev": 0.8,
  "total_charge": 0,
  "smiles": "ClCCBr",
  "orbital_gap_ev": 11.1
}

***

(b)
{
  "formula": "C2H4BrCl",
  "method": "wB97M-V/def2-TZVPD",
  "elements": ["C", "C", "Cl", "Br", "H", "H", "H", "H"],
  "coordinates": [[0.5847, -0.6069, -0.1824], [-0.6971, 0.4057, 0.1124], [0.8755, 1.9440, 1.1413], [-0.3845, -1.9748, -0.9503], [1.0861, -0.1359, -1.0031], [1.2543, -0.5710, 0.6490], [-1.3332, 0.9558, -0.6559], [-1.3858, -0.0170, 0.8890]],
  "homo_energy_ev": -10.234,
  "lumo_ev": -1.1,
  "total_charge": 0,
  "orbital_gap_ev": 9.1
}

***

Which one is the most stable? From the structures above, (a).